1.
{"formula": "C3H12N2O3S", "method": "ωB97M-V/def2-TZVPD", "species": ["S", "O", "O", "O", "N", "N", "C", "C", "C", "H", "H", "H", "H", "H", "H", "H", "H", "H", "H", "H", "H"], "positions_angstrom": [[-2.257, -1.011, 1.237], [1.885, -0.052, -0.531], [1.119, 1.810, 1.952], [0.898, -2.345, -1.511], [1.344, 2.109, -0.915], [-1.020, 0.071, -1.622], [-0.553, -0.525, 0.813], [1.010, 0.815, -0.588], [-0.475, 0.497, -0.315], [2.010, 1.535, 1.791], [-0.639, -0.825, -1.920], [0.098, -1.443, 0.561], [1.411, -3.097, -1.273], [-0.095, -0.189, 1.733], [1.120, 2.019, 2.916], [0.632, 2.831, -1.036], [2.293, 2.330, -1.119], [1.378, -1.595, -1.230], [-2.401, -2.089, 0.473], [-2.028, -0.045, -1.658], [-1.029, 1.452, 0.010]], "homo_lumo_gap_ev": 9.4, "total_energy_ev": -23264.1175, "lumo_energy_ha": 0.01740}

---

2.
{"formula": "C3H12N2OS", "method": "ωB97M-V/def2-TZVPD", "species": ["S", "O", "N", "N", "C", "C", "C", "H", "H", "H", "H", "H", "H", "H", "H", "H", "H", "H", "H"], "positions_angstrom": [[2.073, 2.711, -0.870], [-6.005, -3.629, 0.909], [0.358, -2.073, 0.314], [1.368, 0.344, 1.357], [0.657, 1.576, -0.853], [1.050, 0.276, -0.100], [-0.182, -0.766, -0.224], [0.815, -2.558, -0.463], [-6.482, -3.997, 0.208], [0.304, 1.736, -1.884], [2.014, 0.066, -0.559], [2.242, -0.149, 1.466], [-0.602, -0.872, -1.202], [2.472, 2.073, 0.114], [-1.076, -0.600, 0.339], [0.827, -0.301, 1.798], [-0.225, -2.739, 0.753], [-0.074, 2.020, -0.215], [-6.574, -3.429, 1.665]], "homo_lumo_gap_ev": 9.5, "total_energy_ev": -19166.6982, "lumo_energy_ha": 0.03130}

---

3.
{"formula": "C3H12N2OS", "method": "ωB97M-V/def2-TZVPD", "species": ["S", "O", "N", "N", "C", "C", "C", "H", "H", "H", "H", "H", "H", "H", "H", "H", "H", "H", "H"], "positions_angstrom": [[-1.092, -1.499, -1.222], [2.019, -2.370, -1.516], [-0.730, -0.806, 1.781], [-1.362, 2.375, 0.267], [0.758, 0.119, 0.206], [-0.183, 0.380, 1.308], [-0.064, -0.087, -1.122], [-1.160, 2.942, 1.094], [-1.042, -1.377, 0.958], [1.065, -2.538, -1.436], [2.247, -2.576, -2.425], [-1.595, -0.577, 2.283], [-0.690, 0.816, -1.119], [1.371, -0.747, 0.415], [-1.102, 2.842, -0.601], [1.458, 0.923, 0.015], [0.632, -0.034, -1.944], [0.365, 0.877, 2.119], [-0.893, 1.334, 0.938]], "homo_lumo_gap_ev": 4.9, "total_energy_ev": -19163.3458, "lumo_energy_ha": -0.10669}

---

4.
{"formula": "C3H12N2OS", "method": "ωB97M-V/def2-TZVPD", "species": ["S", "O", "N", "N", "C", "C", "C", "H", "H", "H", "H", "H", "H", "H", "H", "H", "H", "H", "H"], "positions_angstrom": [[0.282, 1.184, 0.905], [-1.167, -1.838, 1.427], [-1.617, -0.193, 2.714], [1.478, 1.251, -2.657], [-0.073, 0.395, -0.779], [1.209, 0.186, -1.627], [-1.775, -1.423, 2.472], [0.801, 1.416, -3.359], [-2.493, -2.108, 2.964], [1.997, 0.222, -0.866], [2.351, 0.937, -3.249], [-0.609, -0.562, -0.559], [-0.807, 1.012, -1.270], [1.246, -0.745, -2.038], [-0.801, 0.205, 2.213], [-2.308, 0.213, 3.371], [-0.946, -2.828, 1.328], [1.524, 0.550, 1.132], [1.706, 2.128, -2.125]], "homo_lumo_gap_ev": 10.6, "total_charge": 2, "total_energy_ev": -19151.2110, "lumo_energy_ha": -0.24545}

---

5.
{"formula": "C3H12N2S", "method": "ωB97M-V/def2-TZVPD", "species": ["S", "N", "N", "C", "C", "C", "H", "H", "H", "H", "H", "H", "H", "H", "H", "H", "H", "H"], "positions_angstrom": [[2.081, 1.194, 1.851], [-3.865, -1.084, -0.359], [-2.759, -2.865, -1.756], [-3.943, -2.084, -1.422], [2.574, 2.230, 0.398], [3.752, 1.600, -0.325], [-3.777, -0.136, -0.691], [2.296, -0.017, 1.304], [-3.146, -1.374, 0.270], [3.891, 0.521, -0.331], [2.793, 3.186, 0.870], [4.665, 1.980, 0.141], [-4.424, -1.702, -2.313], [3.760, 1.936, -1.365], [1.716, 2.322, -0.270], [-1.926, -2.314, -1.937], [-2.494, -3.495, -1.010], [-4.553, -2.886, -0.968]], "homo_lumo_gap_ev": 9.6, "total_energy_ev": -17120.3870, "lumo_energy_ha": 0.02584}